81
Properties=species:S:1:pos:R:3:mulliken_charge:R:1 method="wB97M-V/def2-TZVPD" spin_multiplicity=5 orbital_gap_ev="7.4 / 3.0" s_squared=6.039 e_homo_ev="-14.892 / -14.892" total_charge=+3 e_tot_ha=-4940.15806 fmax_ev_per_a=3.41 e_lumo_ev="-7.44 / -11.91"
Ir -0.25 0.00 -0.74 1.6699
P -1.39 -0.12 -2.77 0.7320
P 0.29 -2.28 -0.72 0.9583
P -0.06 2.33 -0.74 0.9164
H 8.39 -0.32 3.74 0.2695
C 8.11 0.60 4.25 -0.5639
C 7.59 0.58 5.48 -0.4362
H 7.43 -0.35 6.02 0.2451
C -0.41 -0.15 -4.33 -1.3329
C -2.49 -1.58 -3.04 -1.1926
C -2.61 1.20 -3.24 -1.3788
C 1.49 -2.75 0.59 -1.3067
C -0.93 -3.66 -0.50 -1.7285
C 1.14 -2.98 -2.21 -1.3618
C 1.03 3.00 0.57 -1.2452
C -1.53 3.45 -0.54 -1.4940
C 0.66 3.16 -2.22 -1.2441
H 8.27 1.53 3.71 0.2558
H 7.31 1.50 5.99 0.2440
H -1.05 -0.30 -5.21 0.5222
H 0.34 -0.95 -4.28 0.3268
H 0.13 0.80 -4.43 0.3439
H -3.10 -1.47 -3.94 0.5596
H -3.15 -1.69 -2.17 0.1536
H -1.89 -2.49 -3.13 0.3881
H -3.07 0.97 -4.21 0.5872
H -2.12 2.17 -3.31 0.3669
H -3.40 1.26 -2.48 0.3199
H 1.50 -3.84 0.74 0.5477
H 1.22 -2.24 1.51 0.3323
H 2.49 -2.41 0.29 0.3266
H -0.58 -4.55 -1.02 0.5891
H -1.91 -3.37 -0.91 0.3465
H -1.06 -3.90 0.56 0.4554
H 1.26 -4.06 -2.09 0.5879
H 2.11 -2.51 -2.33 0.3960
H 0.54 -2.80 -3.11 0.2966
H 0.95 4.09 0.64 0.5065
H 2.06 2.72 0.33 0.3154
H 0.77 2.54 1.53 0.3156
H -1.21 4.49 -0.65 0.6571
H -2.01 3.32 0.43 0.2702
H -2.26 3.23 -1.32 0.3467
H 0.48 4.24 -2.17 0.5296
H 0.22 2.77 -3.14 0.3057
H 1.74 2.97 -2.25 0.4044
C 3.49 0.33 -0.63 0.7410
C 3.37 0.10 0.75 -0.2693
C 4.47 0.25 1.59 -1.0545
C 5.71 0.64 1.08 -0.2460
C 5.83 0.88 -0.29 -0.8144
C 4.74 0.73 -1.13 -0.6230
Se 2.06 0.15 -1.90 0.1762
H 0.53 0.04 0.71 -0.2094
H 2.40 -0.20 1.15 0.4803
H 4.35 0.06 2.66 0.4630
H 6.56 0.76 1.74 0.3563
H 6.79 1.18 -0.70 0.4287
H 4.85 0.91 -2.20 0.4494
C -5.04 0.66 2.27 -0.7838
N -4.77 0.62 0.82 0.2319
C -4.99 -0.74 0.30 -0.7005
N -4.20 -1.75 1.05 0.2150
C -4.48 -1.65 2.49 -0.7868
N -4.19 -0.30 2.98 0.4637
C -2.76 0.03 2.83 -1.3437
P -2.12 -0.02 1.09 0.7989
C -3.42 1.13 0.53 -0.3531
C -2.76 -1.63 0.79 1.1331
H -6.12 0.43 2.45 0.3258
H -4.89 1.69 2.67 0.3398
H -4.76 -0.78 -0.78 0.1390
H -6.07 -0.99 0.39 0.3705
H -3.89 -2.41 3.05 0.3210
H -5.55 -1.90 2.68 0.3332
H -2.55 1.03 3.26 0.4468
H -2.17 -0.70 3.43 0.4443
H -3.32 1.28 -0.52 -0.5915
H -3.33 2.08 1.07 0.4568
H -2.19 -2.36 1.38 0.5384
H -2.62 -1.68 -0.26 -1.9807

***

81
Properties=species:S:1:pos:R:3:mulliken_charge:R:1 method="wB97M-V/def2-TZVPD" spin_multiplicity=2 orbital_gap_ev="5.5 / 5.5" s_squared=0.753 e_homo_ev="-16.423 / -16.444" total_charge=+3 e_tot_ha=-5707.93957 fmax_ev_per_a=5.60 e_lumo_ev="-10.96 / -10.95"
Yb -0.45 -0.46 -0.34 0.5033
P 0.26 -2.96 -1.58 0.8665
P -0.74 1.04 -2.81 0.8612
P -0.60 -1.69 2.37 1.6357
H -3.11 3.79 0.98 0.2707
C -2.66 3.43 1.91 -0.5310
C -1.39 3.72 2.24 -0.6210
H -0.76 4.36 1.59 0.2961
C -1.04 -4.14 -2.12 -1.3367
C 1.20 -2.84 -3.16 -1.2023
C 1.36 -4.14 -0.70 -1.2288
C -1.33 2.77 -2.56 -1.2517
C 0.45 1.34 -4.17 -1.4375
C -2.16 0.36 -3.76 -1.1889
C -0.97 -0.55 3.76 -1.3016
C 0.89 -2.53 3.18 -1.2131
C -1.80 -3.04 2.69 -1.2914
H -3.31 2.85 2.57 0.2794
H -0.93 3.40 3.18 0.3563
H -0.60 -4.96 -2.71 0.4692
H -1.78 -3.61 -2.74 0.3858
H -1.56 -4.56 -1.25 0.3798
H 1.25 -3.82 -3.65 0.4673
H 2.22 -2.48 -2.97 0.4098
H 0.70 -2.12 -3.83 0.2887
H 1.46 -5.08 -1.27 0.4395
H 0.95 -4.36 0.29 0.3061
H 2.36 -3.70 -0.57 0.4102
H -2.11 3.00 -3.29 0.4720
H -0.49 3.46 -2.69 0.4531
H -1.74 2.87 -1.55 0.1909
H -0.07 1.69 -5.08 0.4508
H 0.99 0.41 -4.41 0.3555
H 1.18 2.10 -3.86 0.3972
H -2.46 1.08 -4.53 0.4990
H -2.99 0.16 -3.07 0.3224
H -1.86 -0.59 -4.23 0.3660
H -1.61 -1.07 4.50 0.4677
H -1.50 0.32 3.36 0.2991
H -0.04 -0.23 4.26 0.4529
H 0.57 -3.15 4.04 0.4315
H 1.61 -1.79 3.56 0.4685
H 1.41 -3.19 2.47 0.3260
H -1.88 -3.21 3.78 0.4980
H -1.47 -3.97 2.21 0.4105
H -2.77 -2.73 2.28 0.4152
C -4.47 0.10 0.27 0.6535
C -5.38 1.10 0.69 -0.1318
C -6.71 0.80 0.92 -0.7703
C -7.19 -0.51 0.74 -0.4382
C -6.30 -1.52 0.34 -0.7788
C -4.96 -1.22 0.11 -0.2114
Se -2.72 0.44 -0.08 0.0536
H -1.34 -0.94 1.37 -0.7721
H -4.99 2.13 0.84 0.3014
H -7.40 1.58 1.27 0.4124
H -8.24 -0.76 0.93 0.4044
H -6.64 -2.55 0.22 0.4107
H -4.26 -2.01 -0.20 0.4158
C 2.39 0.29 1.41 -0.6076
N 1.69 0.67 0.13 0.7216
C 2.59 0.24 -0.99 -0.6045
N 3.94 0.83 -0.91 0.1576
C 4.57 0.44 0.38 -0.7205
N 3.74 0.88 1.52 0.1807
C 3.63 2.36 1.46 -0.7189
N 2.98 2.79 0.19 0.0811
C 1.64 2.16 0.10 -0.5934
C 3.82 2.31 -0.92 -0.6742
H 2.50 -0.80 1.43 0.1239
H 1.79 0.65 2.25 0.1898
H 2.14 0.54 -1.95 0.0162
H 2.70 -0.86 -0.94 0.2618
H 5.55 0.92 0.45 0.3656
H 4.67 -0.65 0.41 0.2796
H 3.04 2.72 2.31 0.2911
H 4.65 2.78 1.49 0.3754
H 1.19 2.48 -0.85 0.1891
H 1.05 2.51 0.96 0.1931
H 4.83 2.73 -0.81 0.3643
H 3.39 2.62 -1.88 0.2807

***

89
Properties=species:S:1:pos:R:3:mulliken_charge:R:1 method="wB97M-V/def2-TZVPD" spin_multiplicity=1 orbital_gap_ev=9.1 e_homo_ev=-6.909 total_charge=-1 e_tot_ha=-2062.16658 fmax_ev_per_a=5.50 e_lumo_ev=2.19
C 0.10 0.79 0.16 0.4812
C 0.87 -0.41 0.74 0.3050
O 1.81 -0.15 1.53 -0.9257
O 0.48 -1.56 0.45 -0.7623
H 0.79 1.47 -0.35 0.1590
H -0.40 1.38 0.93 -0.0202
H -0.57 0.35 -0.58 -0.4630
C 3.53 2.25 -0.33 0.1840
C 4.44 1.87 0.82 0.1144
O 5.76 1.71 0.16 -0.3937
C 5.70 2.39 -1.02 0.5631
O 6.57 2.46 -1.78 -0.4966
O 4.45 2.94 -1.20 -0.4251
H 2.71 2.86 0.04 0.1188
H 3.09 1.34 -0.76 0.1098
H 4.13 0.91 1.24 0.1348
H 4.58 2.67 1.56 0.0373
C 0.68 3.93 3.06 -0.4695
C 1.40 5.05 2.34 0.6489
O 0.78 5.86 1.73 -0.6502
N 2.75 5.07 2.40 -0.2299
C 3.53 5.89 1.51 -0.9439
H 1.35 3.12 3.37 0.0150
H -0.02 3.46 2.39 0.1055
H 0.20 4.39 3.92 0.3689
H 3.28 4.38 2.89 0.2582
H 4.16 6.49 2.17 0.3484
H 2.85 6.47 0.91 0.3307
H 4.18 5.32 0.84 0.2417
C -0.59 0.35 4.36 -0.1851
C 0.70 0.15 5.10 0.5262
O 0.72 -0.05 6.35 -0.7455
N 1.81 0.45 4.36 0.2424
C 3.18 0.42 4.87 -1.0119
H -0.42 0.73 3.35 -0.3470
H -1.25 1.04 4.87 0.3482
H -1.12 -0.60 4.24 0.2542
H 1.71 0.36 3.35 0.1262
H 3.37 1.33 5.46 0.2900
H 3.86 0.42 4.02 0.3101
H 3.37 -0.45 5.50 0.3310
C -6.29 1.91 -3.42 -1.0529
C -4.87 1.32 -3.53 0.6815
O -4.52 0.65 -4.52 -0.6206
N -3.95 1.78 -2.61 -0.0917
C -2.54 1.41 -2.67 -0.5752
H -6.50 2.58 -4.25 0.2861
H -6.44 2.44 -2.48 0.2988
H -7.01 1.10 -3.52 0.2884
H -4.24 2.38 -1.87 0.2304
H -2.41 0.40 -2.22 -0.2438
H -1.92 2.10 -2.11 0.3727
H -2.20 1.26 -3.70 0.3852
C -0.32 -1.31 -3.62 -0.2583
C -1.32 -2.22 -4.32 0.5725
O -2.12 -1.77 -5.12 -0.6631
N -1.24 -3.55 -4.08 -0.0251
C -2.06 -4.47 -4.75 -1.0823
H -0.80 -0.35 -3.47 -0.0960
H 0.56 -1.16 -4.25 0.4575
H 0.00 -1.71 -2.66 -0.0757
H -0.61 -3.87 -3.37 0.1566
H -1.44 -4.91 -5.55 0.3461
H -2.95 -4.02 -5.16 0.3446
H -2.35 -5.29 -4.10 0.3443
C -3.28 -0.23 1.83 -0.4485
C -3.64 -0.84 0.49 0.5147
O -4.62 -0.47 -0.10 -0.6739
N -2.92 -1.90 0.06 -0.0215
C -3.21 -2.47 -1.21 -0.7130
H -3.46 0.83 1.69 0.2617
H -2.19 -0.25 1.98 -0.2278
H -3.78 -0.79 2.60 0.3787
H -1.95 -2.00 0.37 0.1835
H -2.62 -3.37 -1.34 0.3318
H -3.07 -1.73 -1.99 -0.0081
H -4.25 -2.82 -1.17 0.3183
C 3.10 -4.25 -0.97 -1.0562
C 1.94 -5.03 -0.36 0.7582
O 1.92 -6.20 -0.38 -0.6760
N 0.97 -4.31 0.13 0.1700
C -0.09 -4.92 0.86 -1.0687
H 3.72 -5.01 -1.46 0.3332
H 3.68 -3.76 -0.19 0.2581
H 2.83 -3.52 -1.73 0.2598
H 0.99 -3.29 0.12 0.3529
H -0.75 -4.12 1.16 0.2992
H 0.29 -5.44 1.74 0.3159
H -0.62 -5.66 0.26 0.2943

***

97
Properties=species:S:1:pos:R:3:mulliken_charge:R:1 method="wB97M-V/def2-TZVPD" spin_multiplicity=1 orbital_gap_ev=7.2 e_homo_ev=-7.408 e_tot_ha=-53105.17573 fmax_ev_per_a=3.45 e_lumo_ev=-0.22
N -2.64 0.81 3.60 -0.7487
P -1.94 0.98 2.12 0.7093
B -0.05 1.22 2.24 0.4668
C 1.05 1.07 1.03 -0.2515
C 0.45 1.21 -0.48 1.3404
C -0.57 -0.02 -0.93 -0.1630
I 0.16 -1.23 -2.61 -0.1293
H -3.33 1.60 3.70 0.1976
H -2.28 -0.24 1.38 -0.4408
H -2.50 2.10 1.39 -0.2550
H 0.39 1.47 3.33 -0.1022
H 1.71 0.08 1.13 -0.3965
H 1.83 1.96 1.18 0.2404
H 1.37 1.14 -1.24 -0.4004
H 0.00 2.28 -0.62 -0.5537
H -1.66 0.43 -1.14 0.2885
H -0.62 -0.74 0.01 -0.2164
Br -1.36 -5.38 -2.20 -0.1783
C -0.28 -5.32 -0.58 -0.4708
C -1.15 -5.16 0.65 0.1572
Br -1.78 -3.32 0.84 0.0075
H 0.44 -4.51 -0.70 0.2884
H 0.25 -6.27 -0.55 0.3761
H -0.57 -5.35 1.56 -0.1840
H -2.04 -5.80 0.64 -0.0335
Br 4.33 0.47 1.18 -0.0655
C 5.11 -1.31 1.02 -0.6131
C 4.12 -2.29 0.43 -0.7107
Br 2.80 -2.84 1.76 -0.0200
H 5.47 -1.60 2.01 0.3365
H 5.97 -1.19 0.35 0.3873
H 4.62 -3.22 0.13 0.4619
H 3.57 -1.89 -0.42 0.3044
Br -4.40 -0.54 0.43 0.0100
C -5.52 -1.28 -0.98 -0.6280
C -4.78 -1.33 -2.30 -0.5108
Br -4.68 0.44 -3.12 -0.1243
H -6.43 -0.67 -1.02 0.4020
H -5.77 -2.28 -0.64 0.3358
H -5.32 -1.95 -3.02 0.3680
H -3.76 -1.70 -2.21 0.2605
Br -2.20 4.19 0.80 0.0658
C -2.09 5.71 -0.41 -0.1866
C -2.11 5.26 -1.86 -0.7796
Br -0.37 4.54 -2.39 -0.0555
H -1.19 6.27 -0.14 -0.0378
H -2.97 6.32 -0.19 0.4303
H -2.28 6.11 -2.52 0.3463
H -2.85 4.49 -2.06 0.4762
Br 1.16 -0.64 4.72 -0.0248
C 2.82 -1.25 5.53 -0.4030
C 3.53 -0.12 6.25 -0.7282
Br 4.42 1.07 4.98 -0.1571
H 3.42 -1.70 4.74 0.2864
H 2.53 -2.03 6.24 0.2417
H 4.33 -0.50 6.89 0.4088
H 2.86 0.50 6.84 0.3918
Br 1.45 7.22 1.02 -0.1345
C 1.56 8.74 -0.19 -0.6109
C 1.55 8.29 -1.64 -0.2634
Br 3.28 7.57 -2.17 -0.1114
H 2.46 9.30 0.08 0.4082
H 0.68 9.35 0.03 0.3350
H 1.38 9.14 -2.30 0.3550
H 0.80 7.52 -1.84 0.0235
Br -2.56 -8.97 1.53 -0.1209
C -4.14 -7.92 1.98 -0.5674
C -5.27 -8.18 1.00 -0.5485
Br -4.97 -7.25 -0.69 -0.1281
H -3.83 -6.87 2.01 0.2930
H -4.42 -8.24 2.98 0.3679
H -6.21 -7.77 1.38 0.3405
H -5.40 -9.24 0.77 0.3658
Br -1.15 7.12 -6.15 -0.1474
C -0.37 5.34 -6.31 -0.2146
C -1.36 4.36 -6.90 -0.5854
Br -2.68 3.81 -5.57 -0.1245
H -0.02 5.05 -5.32 -0.0364
H 0.49 5.46 -6.98 0.3493
H -0.86 3.44 -7.20 0.3567
H -1.92 4.76 -7.75 0.3816
Br 3.84 2.85 -2.35 -0.0922
C 2.72 2.11 -3.76 -0.0738
C 3.46 2.06 -5.08 -0.6140
Br 3.56 3.82 -5.90 -0.1742
H 1.81 2.71 -3.80 0.0244
H 2.46 1.10 -3.42 0.0752
H 2.92 1.44 -5.80 0.3827
H 4.48 1.69 -4.99 0.4179
Br 1.59 -6.23 2.67 -0.0960
C 2.66 -6.16 4.29 -0.5596
C 1.80 -6.00 5.52 -0.5858
Br 1.17 -4.17 5.70 -0.1090
H 3.39 -5.35 4.16 0.3301
H 3.20 -7.12 4.32 0.3555
H 2.37 -6.20 6.43 0.3520
H 0.91 -6.65 5.51 0.3668

***

90
Properties=species:S:1:pos:R:3:mulliken_charge:R:1 method="wB97M-V/def2-TZVPD" spin_multiplicity=1 orbital_gap_ev=9.1 e_homo_ev=-9.045 e_tot_ha=-2426.99432 fmax_ev_per_a=8.15 e_lumo_ev=0.08
C 1.37 -5.75 0.80 -0.9220
C 2.02 -4.29 0.33 0.1511
C 1.28 -3.07 1.20 0.0516
F 2.38 -2.13 1.57 -0.1832
Si -0.11 -2.28 0.13 -0.6406
C -1.19 -3.68 -0.66 -0.1796
C -2.57 -3.12 -1.37 0.0798
O -2.55 -2.99 -2.72 -0.6394
N -3.84 -2.74 -0.63 0.3431
C -4.38 -3.87 0.22 -0.8241
C -4.88 -2.19 -1.58 -0.7790
C -1.24 -1.20 1.25 -0.7291
C -1.05 0.42 1.08 -0.0983
O -1.78 1.05 2.23 -0.5341
C -1.77 1.05 -0.28 0.9153
F -2.54 0.05 -1.05 -0.1732
F -0.74 1.75 -1.13 -0.2966
F -2.76 2.12 0.12 -0.3268
B 0.74 -1.34 -1.33 1.0531
O -0.02 -0.85 -2.53 -0.5552
O 2.22 -1.12 -1.26 -0.4147
C 2.78 -1.96 -2.37 -0.7088
H 2.15 -6.40 1.43 0.2951
H 1.08 -6.34 -0.19 0.2654
H 0.42 -5.46 1.45 0.1845
H 1.76 -4.17 -0.82 -0.2020
H 3.17 -4.32 0.55 0.2497
H 0.85 -3.48 2.24 0.3585
H -0.61 -4.28 -1.52 0.2570
H -1.37 -4.47 0.20 0.1958
H -3.50 -4.53 0.69 0.2584
H -5.02 -3.48 1.15 0.2622
H -5.01 -4.66 -0.42 0.3054
H -5.87 -1.84 -1.03 0.3112
H -4.48 -1.23 -2.16 0.1807
H -5.16 -2.97 -2.42 0.2872
H -2.40 -1.46 1.18 0.2768
H -0.94 -1.45 2.38 0.4620
H 0.08 0.79 1.21 0.1615
H -1.51 0.61 3.09 0.3500
H 0.61 -0.37 -3.16 0.2333
H 2.04 -2.86 -2.61 0.2248
H 3.81 -2.45 -2.07 0.2215
H 2.91 -1.23 -3.30 0.2281
C -6.04 8.07 -5.35 -0.7650
O -5.85 6.99 -4.45 -0.2272
C -7.02 6.17 -4.33 -0.6108
C -6.71 4.92 -3.51 -0.4130
O -6.13 3.87 -4.30 -0.4617
C -4.75 4.03 -4.61 -0.5225
C -3.83 3.70 -3.43 -0.4538
O -3.70 4.82 -2.56 -0.3172
C -3.00 4.50 -1.37 -0.5947
H -6.87 8.70 -5.01 0.3042
H -5.13 8.67 -5.36 0.2248
H -6.24 7.70 -6.36 0.3115
H -7.37 5.89 -5.33 0.3432
H -7.79 6.76 -3.82 0.4618
H -7.66 4.51 -3.15 0.3714
H -6.10 5.14 -2.64 0.2280
H -4.55 5.03 -5.01 0.2431
H -4.54 3.32 -5.41 0.3840
H -2.84 3.44 -3.81 0.4607
H -4.24 2.85 -2.87 0.2844
H -3.56 3.75 -0.79 0.2626
H -2.91 5.41 -0.77 0.3158
H -2.00 4.12 -1.60 0.1969
C 4.92 -2.89 2.34 -0.6364
O 5.67 -1.84 2.94 -0.3736
C 4.85 -0.71 3.25 -0.3647
C 5.65 0.32 4.06 -0.5581
O 5.66 0.02 5.46 -0.4609
C 6.56 -1.03 5.86 -0.4069
C 8.02 -0.57 5.91 -0.6126
O 8.61 -0.64 4.60 -0.2242
C 9.91 -0.07 4.58 -0.7645
H 4.45 -2.54 1.42 0.1160
H 5.60 -3.71 2.10 0.3755
H 4.16 -3.26 3.04 0.3546
H 3.97 -1.03 3.82 0.2948
H 4.54 -0.26 2.30 0.4017
H 5.14 1.28 3.98 0.3839
H 6.66 0.45 3.67 0.2531
H 6.43 -1.91 5.23 0.2219
H 6.26 -1.30 6.87 0.3662
H 8.58 -1.23 6.57 0.4656
H 8.08 0.46 6.28 0.3434
H 9.85 1.00 4.80 0.3115
H 10.31 -0.19 3.57 0.2267
H 10.57 -0.57 5.28 0.3041

***

What did the first record say?
81
Properties=species:S:1:pos:R:3:mulliken_charge:R:1 method="wB97M-V/def2-TZVPD" spin_multiplicity=5 orbital_gap_ev="7.4 / 3.0" s_squared=6.039 e_homo_ev="-14.892 / -14.892" total_charge=+3 e_tot_ha=-4940.15806 fmax_ev_per_a=3.41 e_lumo_ev="-7.44 / -11.91"
Ir -0.25 0.00 -0.74 1.6699
P -1.39 -0.12 -2.77 0.7320
P 0.29 -2.28 -0.72 0.9583
P -0.06 2.33 -0.74 0.9164
H 8.39 -0.32 3.74 0.2695
C 8.11 0.60 4.25 -0.5639
C 7.59 0.58 5.48 -0.4362
H 7.43 -0.35 6.02 0.2451
C -0.41 -0.15 -4.33 -1.3329
C -2.49 -1.58 -3.04 -1.1926
C -2.61 1.20 -3.24 -1.3788
C 1.49 -2.75 0.59 -1.3067
C -0.93 -3.66 -0.50 -1.7285
C 1.14 -2.98 -2.21 -1.3618
C 1.03 3.00 0.57 -1.2452
C -1.53 3.45 -0.54 -1.4940
C 0.66 3.16 -2.22 -1.2441
H 8.27 1.53 3.71 0.2558
H 7.31 1.50 5.99 0.2440
H -1.05 -0.30 -5.21 0.5222
H 0.34 -0.95 -4.28 0.3268
H 0.13 0.80 -4.43 0.3439
H -3.10 -1.47 -3.94 0.5596
H -3.15 -1.69 -2.17 0.1536
H -1.89 -2.49 -3.13 0.3881
H -3.07 0.97 -4.21 0.5872
H -2.12 2.17 -3.31 0.3669
H -3.40 1.26 -2.48 0.3199
H 1.50 -3.84 0.74 0.5477
H 1.22 -2.24 1.51 0.3323
H 2.49 -2.41 0.29 0.3266
H -0.58 -4.55 -1.02 0.5891
H -1.91 -3.37 -0.91 0.3465
H -1.06 -3.90 0.56 0.4554
H 1.26 -4.06 -2.09 0.5879
H 2.11 -2.51 -2.33 0.3960
H 0.54 -2.80 -3.11 0.2966
H 0.95 4.09 0.64 0.5065
H 2.06 2.72 0.33 0.3154
H 0.77 2.54 1.53 0.3156
H -1.21 4.49 -0.65 0.6571
H -2.01 3.32 0.43 0.2702
H -2.26 3.23 -1.32 0.3467
H 0.48 4.24 -2.17 0.5296
H 0.22 2.77 -3.14 0.3057
H 1.74 2.97 -2.25 0.4044
C 3.49 0.33 -0.63 0.7410
C 3.37 0.10 0.75 -0.2693
C 4.47 0.25 1.59 -1.0545
C 5.71 0.64 1.08 -0.2460
C 5.83 0.88 -0.29 -0.8144
C 4.74 0.73 -1.13 -0.6230
Se 2.06 0.15 -1.90 0.1762
H 0.53 0.04 0.71 -0.2094
H 2.40 -0.20 1.15 0.4803
H 4.35 0.06 2.66 0.4630
H 6.56 0.76 1.74 0.3563
H 6.79 1.18 -0.70 0.4287
H 4.85 0.91 -2.20 0.4494
C -5.04 0.66 2.27 -0.7838
N -4.77 0.62 0.82 0.2319
C -4.99 -0.74 0.30 -0.7005
N -4.20 -1.75 1.05 0.2150
C -4.48 -1.65 2.49 -0.7868
N -4.19 -0.30 2.98 0.4637
C -2.76 0.03 2.83 -1.3437
P -2.12 -0.02 1.09 0.7989
C -3.42 1.13 0.53 -0.3531
C -2.76 -1.63 0.79 1.1331
H -6.12 0.43 2.45 0.3258
H -4.89 1.69 2.67 0.3398
H -4.76 -0.78 -0.78 0.1390
H -6.07 -0.99 0.39 0.3705
H -3.89 -2.41 3.05 0.3210
H -5.55 -1.90 2.68 0.3332
H -2.55 1.03 3.26 0.4468
H -2.17 -0.70 3.43 0.4443
H -3.32 1.28 -0.52 -0.5915
H -3.33 2.08 1.07 0.4568
H -2.19 -2.36 1.38 0.5384
H -2.62 -1.68 -0.26 -1.9807